#w
The ion C2H4NOS2 with charge -1. Source: the OMol25 dataset; level of theory: ωB97M-V with the def2-TZVPD basis set.

Structure (XYZ):
```
10
Properties=species:S:1:pos:R:3
C 1.60313 0.35492 -0.21951
C -1.10124 0.65158 0.46262
N -0.36564 -1.57210 -0.92273
O 1.32256 1.14258 -1.08155
S 2.96622 0.00943 0.62752
S 0.07229 -0.78926 0.37885
H -2.11311 0.27023 0.55851
H -0.98351 1.21435 -0.45856
H -0.82428 1.25134 1.32371
H -0.57642 -2.53307 -0.66887
```

Output
- Orbital gap: 7.03 eV
- Total charge: -1

=====

#x
A cluster of 2 separate species, C2H4NOS2 in total. Source: the OMol25 dataset; level of theory: ωB97M-V with the def2-TZVPD basis set.

Structure (XYZ):
```
10
Properties=species:S:1:pos:R:3
C -2.42928 -0.08000 0.48797
C 1.54279 0.91498 -0.19622
N 0.76202 -1.89566 -0.31996
O -1.96034 -0.98546 1.08497
S -3.37280 1.03381 0.01263
S 0.39477 -0.49881 -1.01936
H 1.96762 1.45741 -1.03807
H 2.39540 0.65896 0.45046
H 0.69727 1.60421 0.19667
H 0.00255 -2.20944 0.34093
```

Output
- Orbital gap: 4.76 eV
- Total charge: -1

=====

List of relative energies, unit hartree: #w 0.0000; #x 0.0462